Molecular formula: C5H9FSi
Method: DFT, ωB97M-V with the def2-TZVPD basis set

```
16
Properties=species:S:1:pos:R:3:lowdin_charge:R:1
C -2.0598 -1.2773 -0.3176 -0.012
C -0.7969 1.4273 0.9024 -0.020
C -0.7466 -1.2666 -0.6083 -0.193
C 0.0012 0.3619 1.1648 -0.277
C 0.3633 -0.6601 0.2260 -0.262
F 3.1555 0.4266 0.1891 -0.300
Si 2.1638 0.6110 -1.0687 0.716
H -2.7856 -1.7284 -1.0224 0.055
H -2.6741 -0.9970 0.5516 0.066
H -1.0808 2.1837 1.6312 0.047
H -1.5123 1.4297 0.0298 0.078
H -0.4569 -1.9207 -1.3438 0.056
H 0.6741 0.2954 2.1199 0.138
H 1.0717 -1.3221 0.5633 0.040
H 2.8340 0.3367 -2.3268 -0.102
H 1.8495 2.0998 -0.6905 -0.031
```

Values from the calculation:
gap between HOMO and LUMO = 7.7 eV
HOMO energy = -7.9 eV
LUMO = -0.0096 Eh
relative energy (zero: lowest compared OMol25 entry of this formula, charge and spin) = 2.888 eV
strongest force on any atom = 4.14 eV/A
DFT total energy = -15923.261 eV


Molecular formula: C21H24N2O4
Method: DFT, ωB97M-V with the def2-TZVPD basis set

```
51
Properties=species:S:1:pos:R:3:lowdin_charge:R:1
C -2.4647 -3.2131 4.1929 -0.083
O -2.5843 -1.8745 3.7424 -0.127
C -1.5429 -1.4270 2.9166 -0.402
C -1.4024 -2.2565 1.6305 -0.082
N -0.5889 -1.5793 0.6568 0.107
C 0.4296 -2.1913 0.0497 -0.449
O 0.7651 -3.3437 0.2546 0.060
C 1.2677 -1.3513 -0.9351 -0.154
C 2.3195 -0.5179 -0.1471 -0.060
C 1.7877 0.8159 0.2844 -0.233
C 1.8737 1.9066 -0.5731 -0.056
C 1.3304 3.1278 -0.2177 -0.076
C 0.7013 3.2737 1.0053 -0.083
C 0.6276 2.1970 1.8723 -0.071
C 1.1661 0.9742 1.5161 -0.038
N 0.5707 -0.5443 -1.9193 0.014
C 1.1177 -0.5513 -3.2662 -0.071
C 0.3825 0.5513 -3.9527 -0.143
C 0.4635 1.0298 -5.2445 -0.022
C -0.3512 2.0971 -5.5964 -0.073
C -1.2243 2.6697 -4.6807 -0.073
C -1.3099 2.1874 -3.3852 0.007
C -0.4974 1.1223 -3.0378 -0.085
C -0.3694 0.4243 -1.7446 -0.380
O -1.0229 0.6570 -0.7380 0.068
O -0.3033 -1.4316 3.5674 -0.140
C -0.2384 -0.5628 4.6788 -0.078
H -1.4386 -3.4335 4.4969 0.096
H -2.7737 -3.9209 3.4184 0.089
H -3.1297 -3.3020 5.0502 0.091
H -1.8365 -0.3935 2.6593 0.167
H -2.4089 -2.4348 1.2341 0.142
H -0.9148 -3.2088 1.8538 0.129
H -0.8400 -0.6263 0.3759 0.095
H 1.8178 -2.1096 -1.5053 0.151
H 3.1899 -0.3671 -0.7913 0.119
H 2.6299 -1.1092 0.7153 0.132
H 2.3689 1.8027 -1.5298 0.117
H 1.3938 3.9629 -0.9005 0.105
H 0.2695 4.2241 1.2824 0.101
H 0.1411 2.3138 2.8300 0.095
H 1.0968 0.1298 2.1853 0.102
H 2.1992 -0.3715 -3.2502 0.140
H 0.9432 -1.5235 -3.7425 0.146
H 1.1415 0.5918 -5.9617 0.114
H -0.3030 2.4907 -6.6009 0.104
H -1.8426 3.5005 -4.9859 0.104
H -1.9804 2.6177 -2.6581 0.122
H -0.4253 0.4724 4.3727 0.081
H 0.7686 -0.6550 5.0799 0.096
H -0.9698 -0.8405 5.4431 0.092
```

Values from the calculation:
gap between HOMO and LUMO = 9.4 eV
SMILES = COC(CNC(=O)[C@H](Cc1ccccc1)N1Cc2ccccc2C1=O)OC
HOMO energy = -8.9 eV
LUMO = 0.0203 Eh
relative energy (zero: lowest compared OMol25 entry of this formula, charge and spin) = 1.854 eV
strongest force on any atom = 0.61 eV/A
DFT total energy = -33337.484 eV


Molecular formula: C3H8N3
Method: DFT, ωB97M-V with the def2-TZVPD basis set

```
14
Properties=species:S:1:pos:R:3:lowdin_charge:R:1
C -1.0115 0.0397 -1.0494 -0.207
C -1.6419 0.9548 1.1726 0.086
C 1.7631 0.4008 -0.1442 0.125
N -1.1568 0.4749 0.1352 0.042
N 0.0639 -0.4471 -1.5715 0.036
N 1.2348 -0.4882 -0.9259 -0.093
H -1.9474 0.0108 -1.6517 0.177
H -2.2119 0.3515 1.9446 0.129
H -1.5438 2.0687 1.3883 0.129
H 2.8548 0.2834 0.1501 0.142
H 1.2467 1.2788 0.2041 0.100
H 0.0026 -2.0446 1.0849 0.097
H 0.5185 -1.6130 0.5878 0.027
H 1.8289 -1.2705 -1.3250 0.209
```

Values from the calculation:
gap between HOMO and LUMO = 8.9 eV
HOMO energy = -13.9 eV
LUMO = -0.1838 Eh
relative energy (zero: lowest compared OMol25 entry of this formula, charge and spin) = 5.627 eV
charge = +1
strongest force on any atom = 3.40 eV/A
DFT total energy = -7699.651 eV


Molecular formula: C5H8F3N3S
Method: DFT, ωB97M-V with the def2-TZVPD basis set

```
20
Properties=species:S:1:pos:R:3:lowdin_charge:R:1
C 1.3710 0.2685 -1.1706 0.023
C -0.8704 0.4435 -0.4098 -0.378
C -0.3152 0.9900 0.9305 -0.057
C 0.9912 0.2572 1.1411 -0.553
C -0.8355 -1.4945 -0.1258 -0.400
N 1.7488 -0.0297 0.0850 0.149
N 0.1636 0.5959 -1.4298 0.227
N -2.0911 0.7233 -0.8153 0.193
F 0.0659 -2.1647 -0.9128 0.101
F -0.6630 -2.1394 1.0853 0.094
F -2.0589 -1.8960 -0.4998 0.145
S 1.3913 -0.0614 2.7616 1.153
H 2.1375 0.2401 -2.0255 0.235
H -0.1363 2.1085 0.8594 0.186
H -1.1014 0.9042 1.7516 0.179
H 2.6314 -0.4557 0.1696 0.173
H -0.1542 0.8770 -2.3057 0.178
H -2.5695 0.9178 0.0904 0.173
H -2.4297 0.4302 -1.7114 0.153
H 2.7246 -0.5148 2.5320 0.024
```

Values from the calculation:
gap between HOMO and LUMO = 7.4 eV
HOMO energy = -18.0 eV
LUMO = -0.3892 Eh
relative energy (zero: lowest compared OMol25 entry of this formula, charge and spin) = 1.879 eV
charge = +2
strongest force on any atom = 4.13 eV/A
DFT total energy = -28752.826 eV